19
Properties=species:S:1:pos:R:3 method="wB97M-V/def2-TZVPD" e_homo_ev=-8.97 charge=0 multiplicity=1 e_above_lowest_ev=0.548 molar_mass_g_mol=128.19 homo_lumo_gap_ev=9.55 energy_ev=-20282.8364
O 0.448 0.682 0.116
C -0.450 -0.341 -0.316
C -1.202 -0.986 0.801
C -0.306 -1.694 1.788
S -1.062 -1.865 3.472
H 0.170 1.528 -0.264
H 0.220 -1.142 -0.716
H -0.901 -0.094 -1.271
H -2.023 -1.644 0.502
H -1.709 -0.160 1.328
H -0.049 -2.718 1.510
H 0.626 -1.141 1.863
H -0.051 -1.413 4.185
O -0.607 2.392 -2.246
H 0.199 1.856 -2.367
H -0.616 2.878 -3.069
O 2.151 1.386 -2.041
H 2.992 1.781 -1.885
H 2.169 0.694 -1.392

***

52
Properties=species:S:1:pos:R:3 method="wB97M-V/def2-TZVPD" e_homo_ev="-4.13 / -4.14" charge=-1 multiplicity=2 e_above_lowest_ev=1.936 molar_mass_g_mol=955.33 homo_lumo_gap_ev="4.83 / 4.84" energy_ev=-110970.3169
Ir -3.060 1.448 1.560
S -7.663 -0.443 2.270
Sb -5.443 -0.763 2.377
S -4.567 0.312 0.255
S -4.391 1.374 3.308
Cl 0.549 3.967 3.591
C 0.440 3.828 1.875
C 1.455 4.329 1.095
C 1.406 4.214 -0.293
C 0.328 3.582 -0.902
C -0.674 3.076 -0.110
Cl -2.024 2.266 -0.824
C -0.697 3.154 1.318
N -1.650 2.653 2.077
H 2.300 4.804 1.577
H 2.212 4.612 -0.895
H 0.273 3.473 -1.977
S -1.864 -0.409 2.076
Sb -0.510 -0.773 -0.041
C 1.319 0.122 0.650
C 1.428 0.473 1.995
C 2.584 1.069 2.481
C 3.647 1.331 1.630
C 3.549 0.992 0.290
C 2.392 0.394 -0.193
C -0.389 -0.712 -2.259
C 0.578 -0.299 -3.176
C 0.277 -0.197 -4.530
C -0.990 -0.508 -4.996
C -1.962 -0.923 -4.100
C -1.664 -1.012 -2.747
C -0.025 -2.792 0.444
C 1.150 -3.130 1.106
C 1.356 -4.429 1.552
C 0.386 -5.399 1.342
C -0.790 -5.068 0.684
C -0.995 -3.770 0.241
H 0.595 0.294 2.664
H 2.641 1.344 3.527
H 4.544 1.807 2.008
H 4.372 1.194 -0.385
H 2.344 0.128 -1.237
H 1.584 -0.055 -2.870
H 1.044 0.127 -5.225
H -1.220 -0.420 -6.051
H -2.959 -1.162 -4.451
H -2.455 -1.299 -2.058
H 1.911 -2.379 1.280
H 2.272 -4.681 2.073
H 0.543 -6.409 1.698
H -1.557 -5.817 0.532
H -1.927 -3.519 -0.254

***

16
Properties=species:S:1:pos:R:3 method="wB97M-V/def2-TZVPD" e_homo_ev=-9.25 charge=0 multiplicity=1 e_above_lowest_ev=2.358 molar_mass_g_mol=123.18 homo_lumo_gap_ev=9.78 energy_ev=-19676.0547
N 1.159 0.099 0.677
C -0.019 0.969 0.670
C -0.508 0.792 2.069
O -1.192 -0.135 2.419
C -1.070 0.525 -0.337
S -0.506 0.430 -2.072
H 2.011 0.534 0.357
H 0.970 -0.812 0.356
H 0.131 2.047 0.512
H -0.039 1.409 2.977
H -1.469 -0.485 -0.149
H -2.015 1.136 -0.260
H -1.625 0.133 -2.755
O 1.248 -2.526 -1.365
H 1.868 -2.013 -0.890
H 1.055 -2.101 -2.210